This record from the Open Molecules 2025 dataset describes a cluster of 2 separate species, C18H35BBrIN3O7 in total at a distorted geometry. The level of theory is the ωB97M-V functional and the def2-TZVPD basis.

```
! wB97M-V def2-TZVPD RIJCOSX def2/J DEFGRID3
* xyz -1 1
C 4.6441 3.8614 -2.4358
C 3.5698 2.7998 -2.1136
B 2.6447 2.4456 -3.3551
O 3.2891 2.1976 -4.5551
C 1.0356 2.4147 -3.3279
C 0.5880 3.4278 -4.4246
C 0.3331 2.8286 -5.8085
O 1.1745 2.5824 -6.6085
Br -1.5513 2.4847 -6.3306
C 0.6715 0.9547 -3.7690
O -0.5244 0.6166 -3.8261
O 1.6314 0.1690 -3.9510
N 0.5287 2.5899 -1.9668
C 0.7606 1.4577 -1.1106
C -0.4732 0.5719 -0.7899
C -0.0440 -0.8508 -0.4810
N 0.8833 -1.5195 -1.3505
O -0.4970 -1.4636 0.4644
C -0.5163 3.4604 -1.6089
I -2.5175 3.0685 -2.4737
C -0.2079 4.9684 -1.6896
C 1.2370 5.2871 -1.3083
H 5.3351 3.9282 -1.5952
H 5.2291 3.4882 -3.2730
H 4.2216 4.8337 -2.6717
H 4.1167 1.8796 -1.8652
H 3.0243 3.0532 -1.2076
H 3.6129 1.2913 -4.5203
H 1.3980 4.1376 -4.6123
H -0.2876 4.0296 -4.1946
H 1.1048 1.8443 -0.1416
H 1.5537 0.8038 -1.4567
H -1.1779 0.4888 -1.6171
H -0.9431 0.9522 0.1120
H 0.8800 -1.0385 -2.2582
H 1.8121 -1.3552 -0.9718
H -0.6951 3.2926 -0.5506
H -0.8318 5.4464 -0.9331
H -0.5021 5.4085 -2.6389
H 1.8909 5.1217 -2.1606
H 1.5739 4.7109 -0.4525
H 1.2793 6.3465 -1.0550
C 0.1009 -4.3266 2.3546
O -0.2084 -3.4230 3.4015
C -1.2939 -2.5496 3.0950
C -2.5083 -2.8868 3.9395
N -3.0999 -4.1596 3.5384
C -4.1127 -4.6663 4.4575
C -3.6821 -5.0187 5.8801
O -2.8105 -6.1324 5.9685
C -1.4369 -5.8395 5.7731
H 1.0367 -4.8227 2.6138
H -0.6738 -5.0948 2.2446
H 0.2315 -3.8017 1.4058
H -1.5286 -2.5560 2.0361
H -0.9671 -1.5383 3.3502
H -3.2551 -2.0954 3.8258
H -2.1843 -2.9053 4.9899
H -2.3664 -4.8504 3.4586
H -4.5205 -5.5756 4.0072
H -4.9347 -3.9445 4.5080
H -4.5835 -5.3097 6.4277
H -3.2651 -4.1599 6.4187
H -1.1739 -4.8407 6.1279
H -1.1581 -5.9467 4.7225
H -0.8601 -6.5720 6.3398
*
```

**E_HOMO**: -5.10 eV
**Frontier orbital gap**: 7.57 eV

---

This record from the Open Molecules 2025 dataset describes an isolated molecule of C18H35BN2O3S at a distorted geometry. The level of theory is the ωB97M-V functional and the def2-TZVPD basis.

```
! wB97M-V def2-TZVPD RIJCOSX def2/J DEFGRID3
* xyz 0 1
C -0.0086 -3.5179 0.9852
C 0.7509 -3.5759 -0.3320
O 0.0354 -2.9325 -1.3732
C 0.5436 -1.6620 -1.7506
C -0.4266 -1.0797 -2.7879
B -0.9226 0.3904 -2.4806
C 0.0272 1.6085 -2.8538
C 0.6826 2.4135 -1.6952
C 0.0876 2.2571 -0.2985
C 0.8175 3.1059 0.7562
C 0.7164 2.5901 2.1929
C 1.3790 1.2393 2.4661
C 2.8413 1.1932 2.0351
S 3.5125 -0.4632 2.3901
C 4.8601 -0.4424 1.2940
N 6.1322 -0.4127 1.5890
N 6.8195 -0.4769 0.3818
C 5.8862 -0.5244 -0.5424
O 4.6402 -0.5168 -0.0519
C -2.3862 0.6092 -1.9586
C -2.9943 -0.4586 -1.0393
C -2.4790 -0.3725 0.3985
C -3.3120 -1.1657 1.4278
O -4.6501 -1.3887 1.0521
C -5.4929 -0.2950 1.3251
H 0.2942 -4.3249 1.6527
H 0.1507 -2.5688 1.4997
H -1.0744 -3.6302 0.7775
H 1.7361 -3.1144 -0.2277
H 0.9021 -4.6137 -0.6402
H 1.5468 -1.7767 -2.1750
H 0.6432 -1.0318 -0.8539
H -1.2471 -1.7955 -2.8687
H 0.0739 -1.0719 -3.7632
H 0.8230 1.2171 -3.4962
H -0.5319 2.3147 -3.4785
H 0.6144 3.4804 -1.9356
H 1.7550 2.1952 -1.6525
H -0.9610 2.5658 -0.3213
H 0.0968 1.2065 0.0045
H 0.4300 4.1278 0.7266
H 1.8734 3.1854 0.4731
H 1.1616 3.3355 2.8598
H -0.3369 2.5146 2.4790
H 0.8448 0.4281 1.9661
H 1.3165 1.0397 3.5410
H 2.9432 1.3625 0.9625
H 3.4438 1.9310 2.5654
H 6.0239 -0.5765 -1.6109
H -2.5358 1.6068 -1.5299
H -2.9702 0.6117 -2.8961
H -2.7710 -1.4526 -1.4331
H -4.0826 -0.3722 -1.0378
H -2.4247 0.6797 0.6957
H -1.4645 -0.7840 0.4227
H -2.8683 -2.1482 1.6009
H -3.2861 -0.6343 2.3901
H -5.1242 0.6285 0.8608
H -6.4703 -0.5250 0.9065
H -5.5843 -0.1324 2.4060
*
```

**E_HOMO**: -9.56 eV
**SMILES**: CCOCCB(CCCCCCCSc1nnco1)CCCCOC
**Frontier orbital gap**: 10.04 eV

---

This record from the Open Molecules 2025 dataset describes an isolated molecule of C18H35IN2O2 at a distorted geometry. The level of theory is the ωB97M-V functional and the def2-TZVPD basis.

```
! wB97M-V def2-TZVPD RIJCOSX def2/J DEFGRID3
* xyz 0 1
C 6.8402 -2.3562 0.6780
C 6.3881 -1.2361 -0.2644
C 5.3860 -0.3033 0.4116
C 4.9644 0.8278 -0.5589
C 4.7045 2.1736 0.1556
C 3.2381 2.6332 0.0535
C 2.3557 2.0388 1.1756
C 1.2083 1.1677 0.6201
C -0.1065 1.9314 0.5020
C -1.1597 1.2455 -0.3806
O -0.8003 -0.1557 -0.3731
C -1.8981 -0.8572 -0.8010
O -1.7436 -1.8425 -1.4110
C -3.1992 -0.1082 -0.4269
C -4.1145 -0.7027 0.6669
C -4.1727 -2.2369 0.7341
C -4.8351 -2.6063 2.0729
I -5.0920 -4.7451 2.1923
N -3.7738 0.3442 -1.6916
C -4.9153 -0.4035 -2.2054
C -4.5489 -1.7719 -2.7698
C -2.5363 1.1173 0.2807
N -3.3312 2.3330 0.3705
H 7.6882 -2.8860 0.2456
H 6.0496 -3.0900 0.8099
H 7.1469 -1.9772 1.6510
H 7.2679 -0.6879 -0.5903
H 5.8557 -1.7193 -1.0824
H 4.4907 -0.8821 0.6325
H 5.7954 0.1015 1.3346
H 4.0881 0.4749 -1.0992
H 5.7651 0.9862 -1.2770
H 5.3326 2.9375 -0.2953
H 4.9668 2.0936 1.2065
H 2.8892 2.3026 -0.9220
H 3.1798 3.7192 0.0594
H 2.9947 1.3976 1.7790
H 1.9998 2.8210 1.8446
H 1.5439 0.7740 -0.3319
H 1.1009 0.3155 1.2840
H 0.1381 2.9208 0.1158
H -0.4947 2.1011 1.5072
H -1.2620 1.7056 -1.3642
H -5.1332 -0.3373 0.5542
H -3.8086 -0.3752 1.6538
H -3.1748 -2.6601 0.7487
H -4.7970 -2.6756 -0.0352
H -4.2389 -2.2633 2.9083
H -5.8139 -2.1455 2.0807
H -3.9297 1.3424 -1.7016
H -5.7643 -0.4678 -1.5185
H -5.2833 0.1601 -3.0618
H -5.5006 -2.2427 -3.0280
H -4.0771 -2.4216 -2.0468
H -3.9976 -1.6737 -3.6971
H -2.2295 0.9294 1.3089
H -4.2628 2.2371 -0.0121
H -3.3835 2.6982 1.3080
*
```

**Energy relative to the best compared isomer or geometry (same formula, charge and spin)**: 1.027 eV
**E_HOMO**: -9.18 eV
**SMILES**: CCCCCCCCC[C@H]1OC(=O)[C@](CCCI)(NCC)[C@@H]1N
**Frontier orbital gap**: 9.56 eV

---

This record from the Open Molecules 2025 dataset describes a structure of composition C18H35N3O2SiZn at a distorted geometry. The level of theory is the ωB97M-V functional and the def2-TZVPD basis.

```
! wB97M-V def2-TZVPD RIJCOSX def2/J DEFGRID3
* xyz 0 1
Zn 11.8809 9.7861 7.2482
C 15.6605 11.6363 7.7587
O 14.5835 12.4226 8.1602
C 13.5092 12.4841 7.3250
O 13.3347 11.7567 6.4028
N 12.7067 13.4323 7.8755
N 11.6940 14.1010 7.1559
H 16.5363 11.8845 8.3475
H 15.9790 11.8679 6.7022
H 15.4572 10.5693 7.8640
H 13.1614 13.9336 8.5990
H 11.9700 15.0911 6.9848
H 10.8732 14.0915 7.7488
C 8.6693 14.3753 10.6846
C 9.4158 13.1165 10.3682
C 10.1071 12.5072 11.4024
C 10.8595 11.4008 11.0706
C 11.6348 10.6474 12.1438
C 10.9433 10.9241 9.7774
C 10.1765 11.4848 8.7395
C 9.4466 12.6352 9.0667
N 10.4375 10.9685 7.4842
C 9.4294 11.0815 6.4023
C 8.2531 10.1858 6.6767
C 10.1947 10.6294 5.1664
C 8.9453 12.4416 6.0229
H 8.7236 14.5453 11.7661
H 7.5817 14.2608 10.4791
H 9.0834 15.2353 10.1108
H 10.0561 12.8967 12.4032
H 10.9670 9.9493 12.6712
H 11.9967 11.3426 12.8848
H 12.4179 10.0097 11.7045
H 11.6019 10.0674 9.6036
H 9.0533 13.3108 8.3342
H 8.5484 9.1347 6.5443
H 7.4243 10.4619 5.9895
H 7.8427 10.3880 7.6647
H 10.4786 9.5188 5.1110
H 11.0996 11.2493 5.0176
H 9.5545 10.7626 4.3028
H 8.1388 12.8191 6.6429
H 8.5903 12.4525 4.9874
H 9.7177 13.1941 5.9329
C 13.1487 5.5840 8.9382
Si 11.8543 6.8145 8.3345
C 10.5830 5.9827 7.2550
C 10.8929 7.4872 9.8172
C 12.8133 8.0835 7.2939
H 12.7381 4.8370 9.6320
H 13.9373 6.0268 9.5104
H 13.6881 5.0520 8.1498
H 9.6868 5.6780 7.8311
H 11.0410 5.1993 6.6325
H 10.2379 6.7839 6.5417
H 10.5169 6.6451 10.4685
H 10.0490 8.0954 9.5352
H 11.5086 8.1348 10.4717
H 12.9568 7.7391 6.2722
H 13.8465 8.1386 7.6895
*
```

**Energy relative to the best compared isomer or geometry (same formula, charge and spin)**: 0.285 eV
**E_HOMO**: -7.05 eV
**Frontier orbital gap**: 7.57 eV

---

This record from the Open Molecules 2025 dataset describes a cluster of 13 separate species, C18H36BCl24O4 in total at a distorted geometry. The level of theory is the ωB97M-V functional and the def2-TZVPD basis.

```
! wB97M-V def2-TZVPD RIJCOSX def2/J DEFGRID3
* xyz -1 1
C -0.1276 2.9799 1.0468
C -0.9031 1.7022 1.0364
C -0.1993 0.1959 0.8552
C 1.1917 0.0441 1.7092
C 1.0983 -0.3531 3.3275
O 2.2793 -1.2282 3.6302
B 3.1446 -0.9366 2.4328
C 4.4144 -1.9798 2.4962
O 5.1053 -2.1749 1.1971
O 5.0828 -1.0559 0.4944
O 2.1498 -1.0485 1.3350
H 0.5548 3.2957 0.1305
H -0.1179 3.7088 1.9701
H -2.0814 1.7863 1.1227
H -0.0524 0.0389 -0.2955
H -0.9973 -0.5741 1.2315
H 1.8060 1.0258 1.5410
H 1.4131 0.6279 3.9037
H 0.0268 -0.7963 3.4845
H 3.5332 0.1442 2.7032
H 4.0816 -3.0278 2.9003
H 5.2130 -1.5657 3.2809
H 5.8973 -1.0205 -0.1220
C 2.9547 -1.2324 -2.1338
Cl 1.5355 -0.3105 -2.6445
Cl 3.5310 -2.2842 -3.4324
H 3.7513 -0.5365 -1.8596
H 2.6881 -1.8467 -1.2703
C -1.0930 2.6200 -2.9180
Cl 0.5942 2.9809 -2.5331
Cl -2.1528 3.0074 -1.5572
H -1.3951 3.2134 -3.7844
H -1.1855 1.5560 -3.1493
C -4.0946 0.9780 -4.9208
Cl -4.3244 2.7103 -4.6533
Cl -3.7015 0.1478 -3.4105
H -5.0157 0.5558 -5.3296
H -3.2758 0.8331 -5.6300
C -4.1066 2.0481 3.7347
Cl -2.3869 1.6428 3.6764
Cl -4.9503 1.4490 2.3015
H -4.5493 1.5935 4.6242
H -4.2146 3.1345 3.7830
C 0.4105 -4.2027 1.1863
Cl -1.0088 -3.2807 0.6757
Cl 0.9868 -5.2545 -0.1123
H 1.2071 -3.5068 1.4605
H 0.1439 -4.8170 2.0499
C -7.3624 5.4993 -5.4733
Cl -5.6752 5.8601 -5.0885
Cl -8.4221 5.8866 -4.1126
H -7.6645 6.0927 -6.3397
H -7.4549 4.4352 -5.7046
C -1.5511 6.8969 2.2419
Cl -2.5054 5.4184 2.0733
Cl 0.1283 6.5269 2.6509
H -1.5747 7.4454 1.2971
H -1.9837 7.5109 3.0358
C -8.2664 -0.1953 4.4388
Cl -7.5772 -1.1651 3.1314
Cl -7.2075 1.1583 4.8530
H -9.2353 0.1959 4.1191
H -8.3966 -0.8278 5.3204
C 2.7774 -9.1692 -0.5813
Cl 2.2518 -7.8190 -1.5941
Cl 2.7370 -8.7331 1.1313
H 2.1114 -10.0193 -0.7478
H 3.7996 -9.4423 -0.8548
C 6.0838 -10.3836 -3.1976
Cl 5.5581 -9.0334 -4.2104
Cl 6.0433 -9.9475 -1.4850
H 5.4177 -11.2337 -3.3641
H 7.1059 -10.6567 -3.4711
C 3.2126 3.0782 5.2794
Cl 1.7933 4.0002 4.7688
Cl 3.7889 2.0264 3.9809
H 4.0092 3.7741 5.5536
H 2.9460 2.4639 6.1430
C 2.5129 3.8836 -5.7374
Cl 1.0936 4.8055 -6.2481
Cl 3.0892 2.8318 -7.0360
H 3.3095 4.5795 -5.4632
H 2.2463 3.2692 -4.8739
*
```

**E_HOMO**: -4.41 eV
**Frontier orbital gap**: 6.17 eV

---

This record from the Open Molecules 2025 dataset describes a cluster of 9 separate species, C18H36Br18 in total at a distorted geometry. The level of theory is the ωB97M-V functional and the def2-TZVPD basis.

```
! wB97M-V def2-TZVPD RIJCOSX def2/J DEFGRID3
* xyz 0 1
Br 3.9740 -4.1843 22.1092
C 2.3820 -4.6834 23.0084
C 1.8547 -3.4953 23.7762
Br 0.1178 -3.8598 24.5827
H 2.6129 -5.5673 23.5076
H 1.6561 -4.9884 22.2187
H 1.8049 -2.6300 23.1166
H 2.4648 -3.2673 24.6083
Br -5.1986 2.4828 20.3013
C -3.5542 2.8145 21.2031
C -2.5984 3.2826 20.1022
Br -0.7288 3.0351 20.7223
H -3.2860 1.9127 21.7353
H -3.7231 3.6336 21.8758
H -2.7429 4.2897 19.8954
H -2.7209 2.7517 19.1608
Br -6.6901 -4.7152 17.6314
C -6.6497 -6.4352 18.5816
C -7.7293 -6.3059 19.6315
Br -7.7110 -8.0522 20.6571
H -5.7018 -6.4303 19.0130
H -6.8893 -7.1501 17.8412
H -8.7982 -6.1917 19.3262
H -7.5282 -5.6183 20.4676
Br -4.0124 -5.8452 29.1201
C -4.8528 -4.3297 28.2799
C -4.1452 -3.0899 28.7270
Br -4.4351 -1.4470 27.7206
H -5.8932 -4.3238 28.6587
H -4.7943 -4.4432 27.2079
H -3.0811 -3.3322 28.7453
H -4.4929 -2.9005 29.7340
Br -1.0858 -6.8417 22.4350
C -1.3851 -7.4388 20.5625
C -2.4919 -6.6430 19.7573
Br -3.0229 -7.7610 18.2587
H -1.6050 -8.4704 20.5366
H -0.4376 -7.3135 20.0149
H -2.0160 -5.7496 19.3705
H -3.4251 -6.4632 20.2404
Br -10.4875 0.9925 26.0097
C -8.4652 1.1586 25.8217
C -8.0568 1.1156 24.3718
Br -6.1454 1.3884 24.3879
H -8.0212 0.2923 26.3924
H -8.2536 2.1500 26.3280
H -8.6016 1.9196 23.8629
H -8.3086 0.1944 23.9483
Br -3.2626 -2.7670 19.2139
C -1.8740 -1.3474 19.2712
C -0.6417 -1.8951 19.9540
Br 0.2959 -3.3715 19.2535
H -2.1771 -0.5342 19.9271
H -1.8537 -1.0656 18.2569
H -0.9131 -2.1420 20.9968
H 0.0899 -1.1350 19.9940
Br -3.8072 -1.1372 22.6582
C -5.4854 -1.0489 21.8148
C -6.1649 -2.3930 21.9293
Br -6.9265 -2.6878 23.6378
H -5.3084 -0.8600 20.7344
H -6.0210 -0.1220 22.0953
H -5.4571 -3.1762 21.9088
H -6.9849 -2.4310 21.1796
Br -5.0405 0.8217 16.5585
C -6.3453 -0.5855 16.4544
C -6.7096 -1.2986 17.7070
Br -7.6504 -0.2183 19.0095
H -5.9473 -1.2472 15.7792
H -7.3154 -0.1665 16.0191
H -5.9597 -1.6638 18.3020
H -7.3895 -2.1637 17.5312
*
```

**Energy relative to the best compared isomer or geometry (same formula, charge and spin)**: 2.017 eV
**E_HOMO**: -10.09 eV
**SMILES**: BrCCBr.BrCCBr.BrCCBr.BrCCBr.BrCCBr.BrCCBr.BrCCBr.BrCCBr.BrCCBr
**Frontier orbital gap**: 10.26 eV

---

This record from the Open Molecules 2025 dataset describes a cluster of 3 separate species, C18H36BrFN4O5PS in total at a distorted geometry. The level of theory is the ωB97M-V functional and the def2-TZVPD basis.

```
! wB97M-V def2-TZVPD RIJCOSX def2/J DEFGRID3
* xyz 1 1
O 0.8947 5.5770 5.7769
C 0.6484 4.9057 4.8292
Br 1.0065 2.9841 4.7710
C -0.0382 5.6737 3.6094
C -1.4945 5.9829 4.1086
C -2.5289 4.9117 3.9330
C -3.8657 5.2504 4.4664
P -5.2349 3.9829 4.3288
S -4.3681 2.2433 4.5182
C -4.0117 6.5941 5.0881
N -2.9059 7.3763 5.1266
F -3.0880 8.5688 5.7390
N -1.7143 7.1738 4.6942
H -0.0495 5.0495 2.6750
H 0.5086 6.6334 3.3962
H -2.2910 3.9261 3.4681
H -5.9571 4.0974 3.1068
H -6.0666 4.1579 5.4857
H -4.9798 6.9120 5.5307
C -3.0644 -2.7954 -0.4020
O -1.7054 -2.4975 -0.1267
C -1.0334 -1.8236 -1.1924
C -0.7841 -0.3606 -0.8438
N -2.0247 0.4109 -0.8274
C -1.9131 1.7267 -0.2043
C -1.4511 1.8037 1.2566
O -2.3892 1.3021 2.2001
C -2.3879 -0.1110 2.3416
H -3.4096 -3.5049 0.3502
H -3.6891 -1.9007 -0.3359
H -3.1795 -3.2546 -1.3865
H -1.5642 -1.9288 -2.1438
H -0.0658 -2.3166 -1.3029
H -0.1031 0.0723 -1.5831
H -0.2845 -0.3422 0.1314
H -2.7313 -0.1124 -0.3246
H -2.9041 2.1875 -0.2648
H -1.2403 2.3394 -0.8166
H -1.3364 2.8687 1.4986
H -0.4641 1.3569 1.4174
H -1.3901 -0.5409 2.2360
H -3.0802 -0.5621 1.6299
H -2.7590 -0.3515 3.3405
C 4.7436 -6.5137 -3.5352
O 5.0682 -5.3726 -2.7575
C 5.8823 -4.4199 -3.4407
C 5.0822 -3.1756 -3.8101
N 4.1133 -3.4495 -4.8668
C 3.1070 -2.4046 -5.0545
C 2.2106 -2.0335 -3.8668
O 1.2740 -3.0373 -3.4976
C 1.8072 -4.0735 -2.6896
H 4.3380 -7.2706 -2.8638
H 3.9821 -6.2814 -4.2834
H 5.6289 -6.9267 -4.0244
H 6.3775 -4.8568 -4.3140
H 6.6632 -4.1249 -2.7351
H 5.7708 -2.3955 -4.1498
H 4.5931 -2.8232 -2.8950
H 3.6288 -4.3130 -4.6538
H 2.4579 -2.7375 -5.8695
H 3.6161 -1.4987 -5.4042
H 1.6065 -1.1755 -4.1795
H 2.7772 -1.6927 -2.9927
H 2.5704 -3.7128 -1.9963
H 2.2018 -4.8756 -3.3151
H 0.9896 -4.5014 -2.1042
*
```

**E_HOMO**: -9.88 eV
**Frontier orbital gap**: 4.15 eV

---

no.,electronic energy (eV)
1,-116857.847
2,-39866.159
3,-34408.931
4,-84094.831
5,-328647.674
6,-1280014.688
7,-128317.187